A molecular structure, C12H24AgAs2F12O9. Source: the Open Molecules 2025 dataset; level of theory: ωB97M-V/def2-TZVPD.

Atoms and positions in Å:
Ag1 17.67544 -1.87048 -9.99592
As1 19.60822 -3.00029 -13.91942
As2 19.26706 -6.36580 -7.67774
F1 21.41352 -3.19516 -14.25852
F2 18.17837 -7.78818 -7.65812
F3 19.96409 -2.21958 -12.35642
F4 19.23025 -3.82083 -15.51983
F5 19.58394 -1.48645 -14.88687
F6 20.17003 -7.08496 -9.10539
F7 18.46828 -5.78349 -6.26051
F8 18.12919 -5.41118 -8.72936
F9 20.46672 -7.20876 -6.59629
F10 17.86620 -2.76284 -13.49191
F11 19.51930 -4.57228 -13.06569
F12 20.29298 -4.92660 -7.81976
O1 11.26956 -1.71047 -8.19998
O2 13.42903 -1.98406 -8.81268
O3 19.46431 3.63093 -12.10788
O4 17.70063 3.78920 -10.86373
O5 19.73093 -0.56236 -5.07106
O6 17.92177 -0.91778 -6.23585
O7 17.85711 -1.30309 -4.05976
O8 11.79473 -3.26907 -9.64306
O9 18.55431 1.77953 -11.03830
C1 10.45537 -3.66984 -9.88784
C2 16.49914 -1.61427 -4.00439
C3 20.48872 3.03776 -12.83558
C4 21.72427 2.42003 -12.07273
C5 11.47602 -0.56374 -7.38453
C6 9.90866 -4.40156 -8.72239
C7 18.47208 -0.90414 -5.20363
C8 16.56299 3.38242 -10.13074
C9 16.02773 -1.53110 -2.55833
C10 20.60188 -0.16463 -6.17896
C11 18.58141 2.95794 -11.33048
C12 12.26287 -2.31145 -8.87431
H1 20.53997 -0.92170 -6.96069
H2 20.07979 2.34051 -13.56684
H3 8.82535 -4.49160 -8.80269
H4 10.51859 -0.07738 -7.19782
H5 21.57331 1.35103 -11.92258
H6 10.14391 -4.11196 -7.69823
H7 16.15273 4.22035 -9.56713
H8 21.90189 2.87157 -11.09668
H9 12.16274 -0.71146 -6.55103
H10 20.89838 3.93653 -13.29652
H11 15.83388 2.83095 -10.72437
H12 16.34021 -2.55411 -4.53309
H13 9.80788 -2.83235 -10.14755
H14 21.64987 -0.00400 -5.92591
H15 10.41648 -4.27059 -10.79651
H16 16.76731 -1.88348 -1.83934
H17 20.19903 0.78301 -6.53646
H18 16.96712 2.60930 -9.47725
H19 10.30513 -5.41670 -8.74204
H20 15.24394 -2.28351 -2.47085
H21 15.75750 -0.50812 -2.29641
H22 22.63641 2.51606 -12.66166
H23 12.08317 0.07616 -8.02485
H24 15.99967 -0.86823 -4.62251

Output
energy relative to the best compared isomer or geometry (same formula, charge and spin)	4.859	eV
E_HOMO	-9.029	eV
M	798.0	g mol⁻¹
E	-6965.92470	hartree
net charge	-1

A molecular structure, C12H24AlNO7P. Source: the Open Molecules 2025 dataset; level of theory: ωB97M-V/def2-TZVPD.

Atoms and positions in Å:
P1 1.90691 0.93505 -1.08769
Al1 2.14813 2.43470 0.75901
O1 -0.29284 -2.00799 2.96981
O2 -2.18857 -2.86981 -2.67974
O3 -1.70778 -3.71717 2.70472
O4 -0.05917 -2.41654 -2.15982
O5 -1.70636 -2.16476 -0.63690
O6 0.06243 -3.44535 1.32861
O7 0.94543 -0.26061 -0.35534
N1 0.96267 5.29030 -1.59445
C1 0.96307 -1.62568 2.38572
C2 -3.15406 -2.15792 -0.71573
C3 -0.72251 -3.13040 2.36798
C4 2.18269 -2.68380 0.38823
C5 -3.76412 -2.58267 0.59524
C6 1.37843 5.08615 -0.38767
C7 2.58538 4.29235 0.03780
C8 -1.20932 -2.46442 -1.84711
C9 -3.35585 -3.10386 -1.88483
C10 0.53766 5.69586 0.74281
C11 0.88534 -2.27849 1.02517
C12 0.60301 1.70047 -2.15205
H1 3.42020 1.89713 1.62368
H2 2.71935 -1.78911 0.07209
H3 -3.44302 -3.59440 0.84303
H4 -3.45091 -1.93315 1.41008
H5 3.08730 4.78843 0.88756
H6 1.11120 6.48655 1.24718
H7 -3.35445 -4.14714 -1.55916
H8 -3.46544 -1.15086 -1.00630
H9 0.30621 -1.65052 0.36443
H10 2.80461 -3.25145 1.08413
H11 1.76888 -2.05191 2.99119
H12 -4.85181 -2.55683 0.51960
H13 -4.23974 -2.89663 -2.48168
H14 0.87343 -1.00781 -0.94979
H15 0.24246 0.94215 -2.86914
H16 -0.25561 2.09975 -1.59107
H17 1.05453 2.52397 -2.73167
H18 1.99329 -3.29554 -0.49294
H19 -0.38794 6.12662 0.33868
H20 1.03461 -0.54203 2.35411
H21 0.30178 4.92599 1.49455
H22 0.81645 2.46671 1.69323
H23 3.30942 4.24093 -0.79450
H24 1.60464 4.84376 -2.25106

Output
E_HOMO	-3.936	eV
M	352.3	g mol⁻¹
E	-1636.95736	hartree
net charge	-1